Entry 1:
10
Properties=species:S:1:pos:R:3:mulliken_charge:R:1 method="wB97M-V/def2-TZVPD" charge=+3 multiplicity=2 lumo_energy_ha="-0.7114 / -0.7199" molar_mass_g_mol=88.04 largest_force_ha_per_bohr=0.0693 s_squared=0.754
C 0.81518 0.11246 -0.90547 -0.9850
H 1.30740 -0.75589 -0.45477 0.5185
H 1.40301 0.63101 -1.66796 0.3524
C -0.56110 -0.13455 -1.26516 0.6772
O -1.45824 -0.25058 -0.40401 0.0171
Al -1.62816 -0.07192 1.21580 1.1136
H -0.77871 -0.49345 -2.28258 0.4518
O -0.10482 0.45510 1.95845 -0.2510
H 0.27678 0.02763 2.74191 0.5147
H 0.72866 0.48019 1.06379 0.5908

Entry 2:
14
Properties=species:S:1:pos:R:3:mulliken_charge:R:1 method="wB97M-V/def2-TZVPD" multiplicity=1 lumo_energy_ha="0.0000 / 0.0001" molar_mass_g_mol=121.16 largest_force_ha_per_bohr=0.0509 de_lowest_ev=4.459
C 1.89051 0.07526 0.07272 -0.5052
C -0.07914 1.47883 0.21666 -0.5695
C -1.10787 -1.39455 0.00430 -0.8944
N 1.17774 1.08720 0.60711 -0.0396
O -0.37067 0.26395 -2.03983 -0.6059
O -2.35392 0.81196 -0.72756 -0.6590
S -1.00538 0.30495 -0.75440 1.0522
H 2.90289 -0.17312 0.38245 0.2516
H 1.38659 -0.60672 -0.60242 0.2295
H -0.70156 2.08330 0.80051 0.4807
H -1.66536 -2.16993 -0.57816 0.3188
H -0.16810 -1.96837 0.22034 0.3151
H -1.63409 -1.23258 0.95796 0.3057
H 1.72835 1.43981 1.44033 0.3202

Entry 3:
55
Properties=species:S:1:pos:R:3:mulliken_charge:R:1 method="wB97M-V/def2-TZVPD" charge=+1 multiplicity=1 lumo_energy_ha=-0.0901 molar_mass_g_mol=325.28 largest_force_ha_per_bohr=0.0413 de_lowest_ev=3.396
O 0.81784 0.26462 -0.01912 -0.2680
H -0.02495 -0.08042 -0.33506 0.2708
H 0.92822 1.22741 -0.18029 0.1745
O 0.84142 -0.97927 2.59517 -0.4283
H 0.50984 -0.91533 1.66157 0.2877
O 3.65515 1.64519 -2.72812 -0.6194
H 3.17730 0.97718 -2.23250 0.2965
H 4.54703 1.42121 -2.98191 0.2882
O 3.66020 -1.19504 0.77567 -0.6088
H 3.87222 -1.83160 0.07898 0.3232
H 3.25476 -0.58839 0.14086 0.2836
O -0.44332 4.50384 -1.80564 -0.6690
H -1.01371 4.61166 -1.04774 0.3061
H -0.20128 5.22698 -2.37561 0.2927
O 0.45874 1.12374 -3.37155 -0.6091
H 1.10811 1.69567 -2.95436 0.2831
H 1.04263 0.49120 -3.80964 0.3450
O 2.99984 -3.48719 -0.66967 -0.6675
H 3.88910 -3.85531 -0.62775 0.3388
H 2.48564 -3.82675 0.06579 0.3258
O -1.51566 -0.29417 -2.01573 -0.6291
H -1.10397 0.48528 -2.39270 0.3051
H -1.91934 -0.87921 -2.65370 0.2763
O -0.51800 -0.94003 4.79457 -0.5389
H -1.44860 -0.73638 4.94259 0.2917
H -0.15617 -0.87748 5.68738 0.2678
O 1.42205 2.79618 -0.64323 -0.7509
H 0.66042 3.26150 -1.03338 0.4502
H 2.27804 2.93076 -1.04694 0.2673
O 1.23305 -5.15101 -2.33907 -0.6118
H 1.32007 -4.63814 -3.13991 0.2957
H 2.00274 -5.07060 -1.77144 0.3319
O 2.30759 -0.89963 -2.70962 -0.6118
H 1.39647 -0.90082 -2.37772 0.3174
H 2.43470 -1.84972 -2.54910 0.2484
O -0.80374 0.75748 1.79616 -0.5514
H -0.22798 1.52700 1.62382 0.4148
H -1.67715 1.16915 1.78581 0.1751
O -4.66400 -0.32800 -0.44500 -0.6714
H -4.75288 -0.38221 -1.39516 0.2748
H -4.08558 0.38814 -0.16435 0.3609
O -3.95578 -1.67290 1.90035 -0.6816
H -4.63563 -1.18891 2.37226 0.2776
H -3.97896 -1.37331 0.97340 0.4064
O -1.33675 -2.13739 2.30299 -0.5228
H -2.27242 -1.98482 2.02529 0.3241
H -1.44385 -3.01097 2.70456 0.2776
O 0.34038 3.20245 1.94950 -0.6082
H 0.38791 3.88513 2.62194 0.2567
H 1.09607 3.38107 1.36927 0.2942
O -4.35718 2.48398 0.66261 -0.5961
H -4.30130 3.39489 0.37143 0.2904
H -5.22735 2.26113 0.99988 0.3125
H -0.06218 -1.48265 2.75713 0.6435
H 0.70508 -0.06523 2.88769 0.4678

Entry 4:
52
Properties=species:S:1:pos:R:3:mulliken_charge:R:1 method="wB97M-V/def2-TZVPD" charge=-1 multiplicity=1 lumo_energy_ha=0.0535 molar_mass_g_mol=581.42 largest_force_ha_per_bohr=0.2489
Na 1.63467 3.72265 10.97435 1.2732
N 1.52484 6.15526 11.02526 -0.1418
S 0.41582 7.14752 11.03511 0.7020
O -0.72178 6.87752 10.17283 -0.5677
O 0.77029 8.47669 11.52571 -0.6440
F -0.19914 6.52774 12.35478 -0.2988
S 2.35390 7.03082 9.81971 0.9055
O 3.25579 8.07795 10.19674 -0.5547
O 1.78725 7.03592 8.47020 -0.5944
F 3.40318 5.74221 9.70859 -0.2784
N 3.07248 2.64901 12.48476 -0.1665
S 2.97228 1.61491 13.84013 0.8240
O 3.94718 1.83494 14.91326 -0.5121
O 2.43220 0.27574 13.54160 -0.5721
F 1.65275 2.39667 14.51112 -0.2792
S 4.17300 1.88047 11.88590 0.8865
O 3.73609 0.70530 11.09183 -0.6849
O 5.49382 1.92676 12.48644 -0.6145
F 4.34429 2.92234 10.61565 -0.2979
O 3.37736 5.11700 15.80089 -0.6933
H 3.84597 5.93855 15.65366 0.3161
H 3.16718 4.79986 14.92255 0.2192
O 5.25950 6.08509 12.85252 -0.6595
H 5.43381 6.42222 13.73127 0.2683
H 4.33908 5.82317 12.87418 0.3896
O 4.59347 0.46182 8.40759 -0.6276
H 3.90811 0.38457 9.07132 0.3600
H 5.35959 0.04722 8.80432 0.2964
O -0.49416 3.40850 12.75769 -0.4926
H -0.66121 2.68098 13.35688 0.2552
H 0.07198 4.00133 13.25193 0.2316
O -1.52482 4.30805 10.29907 -0.5165
H -1.37134 3.39079 10.07253 0.2047
H -1.52963 4.32130 11.25617 0.3189
O -0.92818 4.85765 6.90088 -0.5904
H -1.55066 4.13470 6.97896 0.2863
H -1.00957 5.14733 5.99221 0.2555
O -0.09232 5.11676 14.91939 -0.5608
H -0.59386 4.66778 15.59991 0.2717
H 0.82070 5.01729 15.18910 0.3089
O 2.78283 5.09306 13.21011 -0.4615
H 2.26520 5.47477 12.50117 0.2478
H 2.97820 4.20436 12.91299 0.8886
O -0.00043 1.15686 10.29159 -0.4902
H 0.05163 0.25286 10.60193 0.2296
H -0.90541 1.25752 9.99643 0.2773
O 1.33825 3.83036 8.55874 -0.5211
H 0.52486 4.23827 8.26167 0.2649
H 2.02830 4.30776 8.09816 0.2266
O 0.66142 1.13000 7.57696 -0.6800
H 0.31175 0.92179 8.44333 0.3909
H 1.02215 2.01181 7.66932 0.4013

Entry 5:
72
Properties=species:S:1:pos:R:3:mulliken_charge:R:1 method="wB97M-V/def2-TZVPD" multiplicity=1 lumo_energy_ha=0.0038 molar_mass_g_mol=384.50 largest_force_ha_per_bohr=0.0386 de_lowest_ev=6.133
C 2.21307 4.53514 -0.25462 -0.7141
O 1.60596 3.31876 -0.64642 -0.3065
H 2.63870 4.95128 -1.17015 0.2954
H 1.42097 5.22584 0.03467 0.2185
H 2.94558 4.38915 0.53947 0.2714
H 2.33494 2.70588 -0.80665 0.3939
C -4.02975 -0.37015 -0.17488 -0.4018
O -4.72745 0.89269 -0.31849 -0.5386
H -2.98185 -0.27031 -0.45697 -0.0516
H -4.15748 -0.75537 0.83525 0.3908
H -4.33366 -1.03004 -0.99027 0.3350
H -5.58044 0.78908 0.10983 0.2844
C 0.30393 0.54235 0.57025 0.1307
O -0.57316 -0.56279 0.50756 -0.4570
H 0.73453 0.48814 1.57107 0.0529
H 1.03873 0.38861 -0.21968 0.2227
H -0.17589 1.51807 0.49583 -0.2022
H -0.62086 -0.84408 -0.41198 0.2126
C -0.11636 3.17563 3.89907 -0.2967
O -0.98809 2.71874 4.95255 -0.5481
H -0.73315 3.60755 3.11249 0.1202
H 0.51746 3.99766 4.23791 0.3241
H 0.56802 2.40000 3.55540 0.0992
H -0.54057 2.10867 5.54308 0.3038
C 3.56839 -1.30192 3.12286 -0.4743
O 2.50925 -1.75414 3.95143 -0.5744
H 4.22033 -0.73078 3.78520 0.3055
H 4.08487 -2.15329 2.67870 0.2004
H 3.25618 -0.55063 2.39498 0.1255
H 1.65503 -1.78603 3.49626 0.5805
C -3.07688 0.17794 -3.37807 -0.0893
O -3.93254 -0.62191 -4.17519 -0.5531
H -2.35477 -0.24853 -2.67964 -0.2173
H -2.48633 0.70601 -4.12731 0.3106
H -3.73266 0.81762 -2.78643 0.3490
H -4.78089 -0.64277 -3.72700 0.3296
C 0.62016 -1.65777 -3.43696 -0.9632
O -0.20887 -1.49074 -2.25843 -0.5122
H 1.61890 -2.05640 -3.24104 0.2684
H 0.22176 -2.51636 -3.97909 0.3715
H 0.72697 -0.68817 -3.91869 0.2467
H -0.67853 -2.32987 -2.16547 0.3632
C -0.69002 -2.87119 3.29733 -0.8016
O 0.22867 -1.98906 2.66297 -0.4867
H -1.04584 -3.73406 2.73425 0.2341
H -0.21609 -3.26629 4.19679 0.3212
H -1.48353 -2.25294 3.72060 0.3438
H -0.11254 -1.60044 1.84569 0.3772
C -1.56054 -3.86659 -0.42480 -0.5910
O -1.47922 -3.90156 -1.82790 -0.6084
H -0.51462 -3.85376 -0.11694 0.2749
H -2.19274 -3.05592 -0.06393 0.1544
H -2.10885 -4.72736 -0.03687 0.4173
H -1.07360 -4.67524 -2.22406 0.2878
C 3.20917 1.14606 -2.58461 -0.6454
O 3.32648 1.25747 -1.14067 -0.6773
H 3.31873 0.10921 -2.90618 0.2724
H 2.22547 1.47592 -2.91863 0.2254
H 4.01060 1.73752 -3.02638 0.2738
H 3.51070 0.37289 -0.78736 0.4280
C -2.19451 3.68641 -0.22620 -0.4484
O -3.12365 3.15229 -1.12965 -0.5439
H -1.95691 4.74765 -0.14796 0.3394
H -2.56952 3.39982 0.75904 0.2417
H -1.23336 3.21841 -0.45052 0.1301
H -3.37679 2.29986 -0.76377 0.2280
C 2.87800 -2.16427 -0.27738 0.4819
O 3.89237 -1.18775 -0.40389 -0.6139
H 3.27439 -3.17290 -0.16009 0.4564
H 2.29732 -1.93354 0.61507 -0.3005
H 2.28459 -1.98064 -1.17358 -0.2623
H 4.48226 -1.46276 -1.11087 0.2856